Below is a molecular structure, C7H8CrN2O5 at a distorted geometry, with properties calculated with the ωB97M-V functional and the def2-TZVPD basis.

Geometry as XYZ:
```
23
C7H8CrN2O5 (the ωB97M-V functional and the def2-TZVPD basis)
Cr 0.87 -1.25 -0.38
C 2.41 -1.45 0.64
O 3.28 -1.24 1.39
C 0.44 -2.72 -1.49
O 0.25 -3.68 -2.16
C 1.28 0.09 -1.82
O 1.59 0.96 -2.55
C -0.65 -1.56 0.84
O -1.47 -1.86 1.63
C -2.43 0.54 -1.59
H -2.53 0.47 -0.46
H -1.56 1.26 -1.81
C -2.24 -0.69 -2.20
H -1.45 -0.85 -3.00
H -2.36 -1.68 -1.66
N 0.29 0.87 2.62
C 0.58 1.43 1.41
N 0.87 2.76 1.42
O 0.58 0.79 0.32
H 0.20 1.47 3.43
H -0.10 -0.07 2.66
H 1.17 3.14 0.51
H 0.99 3.28 2.27
```

Values from the calculation:
2S+1: 5
Kohn-Sham gap (spin up / spin down): 6.9 / 5.7 eV
energy above the lowest of the compared OMol25 structures with the same formula, charge and spin: 0.0 kJ/mol
largest force on an atom: 0.215 Eh/bohr
total charge: +2
E: -1800.96638 hartree
E_HOMO (spin up / spin down): -0.6147 / -0.6120 hartree

Atom charges from the natural (NBO) analysis, given in e for atoms 1 to 6: number 1, Cr, carries 0.70; number 2, C, carries 0.45; number 3, O, carries -0.25; number 4, C, carries 0.54; number 5, O, carries -0.24; number 6, C, carries 0.55

Below is 2 unconnected molecules or ions with the total composition C4H13N2O2 at a distorted geometry, with properties calculated with the ωB97M-V functional and the def2-TZVPD basis.

Geometry as XYZ:
```
21
C4H13N2O2 (the ωB97M-V functional and the def2-TZVPD basis)
N -0.04 0.69 1.49
C -0.95 -0.41 1.96
C -1.14 -1.40 0.80
N -1.21 -0.66 -0.42
C -0.61 -1.24 -1.61
C 0.51 -0.37 -2.12
O 0.81 0.70 -1.66
H -0.55 1.56 1.39
H 0.24 0.48 0.54
H 0.72 0.88 2.13
H -0.53 -0.95 2.79
H -1.91 0.03 2.26
H -1.97 -2.08 1.07
H -0.34 -2.15 0.81
H -2.07 -0.19 -0.61
H -0.20 -2.24 -1.46
H -1.31 -1.35 -2.44
H 1.09 -0.80 -2.96
H 2.56 1.57 0.23
H 2.56 2.94 0.83
O 2.39 2.03 1.06
```

Values from the calculation:
Kohn-Sham gap: 10.6 eV
energy above the lowest of the compared OMol25 structures with the same formula, charge and spin: 206.2 kJ/mol
largest force on an atom: 0.028 Eh/bohr
total charge: +1
E: -419.94691 hartree
E_HOMO: -0.4962 hartree

Atom charges from the natural (NBO) analysis, given in e for atoms 1 to 6: number 1, N, carries -0.69; number 2, C, carries -0.24; number 3, C, carries -0.24; number 4, N, carries -0.67; number 5, C, carries -0.34; number 6, C, carries 0.45

Below is a molecular structure, C26H34N4SSb2Se5Si2W at a distorted geometry, with properties calculated with the ωB97M-V functional and the def2-TZVPD basis.

Geometry as XYZ:
```
75
C26H34N4SSb2Se5Si2W (the ωB97M-V functional and the def2-TZVPD basis)
W 1.40 0.10 -1.38
N 0.04 1.29 2.72
C -1.11 2.04 2.77
C -1.66 2.42 4.00
C -2.86 3.11 4.06
C -3.54 3.43 2.90
C -3.02 3.04 1.68
C -1.80 2.36 1.60
S -1.19 1.98 -0.01
N -0.04 0.60 0.38
C 0.74 0.98 1.53
C 2.06 1.34 1.40
C 2.77 1.99 2.47
C 4.07 2.34 2.31
C 4.73 2.07 1.10
C 4.02 1.44 0.12
N 2.74 1.03 0.24
H 0.47 1.06 3.60
H -1.13 2.16 4.91
H -3.25 3.40 5.03
H -4.49 3.96 2.94
H -3.55 3.25 0.76
H 2.24 2.26 3.38
H 4.59 2.86 3.12
H 5.76 2.35 0.92
H 4.47 1.22 -0.84
C -0.68 -2.52 0.83
Si -1.32 -0.79 0.48
C -2.43 -0.59 2.00
C -2.40 -0.92 -1.05
C -3.57 -1.65 -0.78
C -4.55 -1.83 -1.75
C -4.38 -1.28 -3.00
C -3.22 -0.57 -3.28
C -2.21 -0.39 -2.33
Si -0.68 0.56 -2.95
C -0.31 -0.05 -4.70
C -1.31 2.34 -3.22
H -1.61 -3.09 0.93
H -0.15 -2.62 1.78
H -0.14 -2.97 0.00
H -2.83 -1.59 2.18
H -3.27 0.10 1.86
H -1.88 -0.29 2.88
H -3.73 -2.09 0.19
H -5.43 -2.42 -1.52
H -5.12 -1.42 -3.78
H -3.07 -0.18 -4.28
H -0.88 0.53 -5.43
H -0.56 -1.11 -4.82
H 0.75 0.06 -4.92
H -2.40 2.34 -3.11
H -1.07 2.64 -4.25
H -0.90 3.10 -2.56
Se -0.61 -4.06 -5.84
Sb -0.24 -4.67 -3.53
Se 0.81 -2.03 -2.30
Se 3.22 0.37 -2.84
Se -2.31 -4.88 -2.30
C 2.52 -1.91 2.72
Sb 2.44 -1.83 0.56
C 2.49 -3.92 0.14
C 4.56 -1.68 0.36
H 3.41 -2.48 2.99
H 1.63 -2.40 3.13
H 2.59 -0.90 3.10
H 2.88 -4.43 1.02
H 3.19 -4.05 -0.69
H 1.53 -4.34 -0.15
H 5.01 -2.63 0.66
H 4.96 -0.88 0.99
H 4.80 -1.47 -0.68
Se 1.37 5.16 -1.32
C 1.33 3.39 -1.49
N 1.30 2.24 -1.60
```

Values from the calculation:
Kohn-Sham gap (spin up / spin down): 5.3 / 5.3 eV
energy above the lowest of the compared OMol25 structures with the same formula, charge and spin: 286.9 kJ/mol
largest force on an atom: 0.038 Eh/bohr
total charge: -2
E: -14762.25933 hartree
E_HOMO (spin up / spin down): -0.0622 / -0.0622 hartree

Atom charges from the Löwdin analysis, given in e for atoms 1 to 6: number 1, W, carries 0.53; number 2, N, carries 0.07; number 3, C, carries -0.30; number 4, C, carries -0.04; number 5, C, carries -0.12; number 6, C, carries -0.12

Below is a molecular structure, C16H26BrMnNO5, with properties calculated with the ωB97M-V functional and the def2-TZVPD basis.

Geometry as XYZ:
```
50
C16H26BrMnNO5 (the ωB97M-V functional and the def2-TZVPD basis)
Mn 0.30 -0.01 -0.25
C 1.94 -0.80 -2.99
C 2.77 0.32 -2.37
O 1.95 1.08 -1.49
C 1.78 2.47 -1.77
C 1.14 3.06 -0.53
O -0.02 2.31 -0.16
C -1.30 2.80 -0.58
C -1.95 1.82 -1.54
O -1.80 0.53 -0.95
C -2.62 -0.50 -1.52
C -2.42 -1.72 -0.64
O -1.02 -2.01 -0.53
C -0.54 -2.96 -1.50
C 0.92 -2.67 -1.72
O 1.02 -1.27 -2.00
H 1.36 -0.44 -3.84
H 2.60 -1.60 -3.33
H 3.59 -0.09 -1.79
H 3.17 0.95 -3.16
H 2.75 2.95 -1.94
H 1.15 2.60 -2.65
H 1.83 2.97 0.30
H 0.90 4.11 -0.69
H -1.91 2.89 0.32
H -1.21 3.77 -1.06
H -3.01 2.06 -1.64
H -1.48 1.84 -2.52
H -3.67 -0.20 -1.50
H -2.32 -0.70 -2.55
H -2.78 -1.52 0.37
H -2.95 -2.58 -1.05
H -0.69 -3.97 -1.12
H -1.09 -2.84 -2.44
H 1.50 -2.90 -0.82
H 1.29 -3.27 -2.55
C -1.68 -0.12 5.09
C -0.50 -0.34 4.19
C 0.75 -0.74 4.66
C 1.80 -0.94 3.78
C 1.56 -0.72 2.44
Br 2.91 -0.95 1.11
N 0.39 -0.33 1.95
C -0.62 -0.15 2.82
H -1.41 -0.24 6.13
H -2.47 -0.83 4.85
H -2.08 0.88 4.94
H 0.91 -0.91 5.72
H 2.78 -1.25 4.11
H -1.56 0.18 2.39
```

Values from the calculation:
2S+1: 6
Kohn-Sham gap (spin up / spin down): 10.0 / 9.7 eV
energy above the lowest of the compared OMol25 structures with the same formula, charge and spin: 0.0 kJ/mol
largest force on an atom: 0.008 Eh/bohr
total charge: +2
E: -4780.74197 hartree
E_HOMO (spin up / spin down): -0.5621 / -0.5618 hartree

Atom charges from the natural (NBO) analysis, given in e for atoms 1 to 6: number 1, Mn, carries 1.47; number 2, C, carries -0.08; number 3, C, carries -0.08; number 4, O, carries -0.61; number 5, C, carries -0.08; number 6, C, carries -0.08

Below is a molecular structure, BrClINO at a distorted geometry, with properties calculated with the ωB97M-V functional and the def2-TZVPD basis.

Geometry as XYZ:
```
5
BrClINO (the ωB97M-V functional and the def2-TZVPD basis)
N 0.61 -0.21 -0.48
O 0.40 -0.69 0.69
Cl -1.16 -0.20 1.72
Br 1.23 1.58 -0.30
I -1.08 -0.48 -1.62
```

Values from the calculation:
Kohn-Sham gap (spin up / spin down): 7.7 / 7.7 eV
energy above the lowest of the compared OMol25 structures with the same formula, charge and spin: 229.1 kJ/mol
largest force on an atom: 0.034 Eh/bohr
E: -3461.71816 hartree
E_HOMO (spin up / spin down): -0.3663 / -0.3663 hartree

Charges computed using natural (NBO), reported in e: number 1, N, carries -0.24; number 2, O, carries -0.27; number 3, Cl, carries -0.03; number 4, Br, carries 0.17; number 5, I, carries 0.37